Formula: CH3BrS
Source: the OMol25 dataset
Level of theory: wB97M-V/def2-TZVPD

Each line ends with the Löwdin charge.
CARTESIAN COORDINATES (ANGSTROEM)
S -0.9948 0.0564 -1.0807  0.700
C 0.3993 0.0353 -0.0432  -1.090
Br 1.2895 1.7324 0.3465  0.527
H -1.4577 1.0464 -0.5524  -0.230
H 0.2248 -0.4368 1.1161  0.097
H 1.2228 -0.5125 -0.5308  -0.004

Forces on atoms 1 to 2 (eV/Å):
S 1.16 -3.34 -2.39
C 1.60 -1.67 3.78

The calculation puts the energy at -81962.374 eV. Its spin multiplicity is 1. As for the SMILES: SCBr. For the HOMO energy, the calculation gives -9.57 eV. The calculation puts the relative energy (zero: lowest compared OMol25 entry of this formula, charge and spin) at 58.40 kJ/mol.